A cluster of 9 separate species, C51H93Br2ClINO11S in total at a distorted geometry. Source: the Open Molecules 2025 dataset; level of theory: wB97M-V/def2-TZVPD.

Properties
HOMO-LUMO gap (eV): 8.31
LUMO level (eV): 0.235
Calculated total energy (eV): -249946.6512
Energy above the lowest of the compared OMol25 structures with the same formula, charge and spin (kJ/mol): 0.00
SMILES string: C#CCc1c(CCOC(C)=O)c(Cl)c(CCCI)c2c1Nc1c(CC(C)C)c(CCCCCCCCOC)c(Br)c(Br)c1S2.CCO.CCO.CCO.CCO.CCO.CCO.CCO.CCO

Geometry as XYZ:
```
161
Properties=species:S:1:pos:R:3:mulliken_charge:R:1
C 4.882 -4.198 1.200 0.20
C 4.832 -3.080 1.670 -1.15
C 4.666 -1.698 2.260 -0.24
C 5.868 -0.862 1.735 0.57
C 7.091 -0.896 2.435 -0.08
C 7.227 -1.763 3.699 -1.78
C 6.977 -0.976 5.014 -0.59
O 5.661 -0.419 5.111 -0.36
C 5.635 0.951 4.941 0.50
C 4.699 1.607 3.900 -0.18
O 6.307 1.682 5.622 -0.57
C 8.183 -0.144 1.937 1.45
Cl 9.710 -0.189 2.815 -0.21
C 8.017 0.601 0.748 0.58
C 9.250 1.369 0.224 -2.34
C 10.187 0.390 -0.579 -0.31
C 9.996 0.503 -2.131 -0.89
I 11.869 0.888 -3.177 -0.01
C 6.789 0.606 0.059 1.30
C 5.682 -0.120 0.537 -1.52
N 4.398 -0.228 -0.071 0.91
C 4.005 0.865 -0.900 -1.80
C 2.604 1.095 -1.014 0.16
C 1.631 0.193 -0.213 1.05
C 0.720 0.997 0.796 1.42
C 1.412 2.255 1.382 -1.55
C 0.462 0.004 1.999 -1.51
C 2.080 2.127 -1.844 0.36
C 0.569 2.364 -2.022 -1.58
C -0.031 1.045 -2.693 0.96
C -0.982 1.328 -3.892 -1.26
C -2.457 1.208 -3.337 -0.68
C -2.812 -0.273 -3.017 0.19
C -4.044 -0.231 -2.028 0.11
C -3.540 -0.290 -0.538 1.48
C -3.866 -1.683 0.104 -0.93
O -4.982 -1.551 0.985 -0.25
C -4.558 -1.179 2.316 -0.78
C 2.989 2.946 -2.562 0.25
Br 2.399 4.344 -3.764 -0.19
C 4.387 2.758 -2.439 -0.34
Br 5.599 3.877 -3.424 -0.24
C 4.854 1.724 -1.612 1.67
S 6.635 1.519 -1.486 -0.65
H 5.067 -5.197 0.831 0.64
H 4.705 -1.731 3.360 0.70
H 3.715 -1.249 1.933 -0.95
H 8.251 -2.189 3.737 0.55
H 6.546 -2.634 3.679 0.28
H 7.074 -1.705 5.846 0.43
H 7.796 -0.246 5.144 0.36
H 4.762 1.128 2.906 -0.25
H 3.641 1.576 4.221 0.29
H 5.036 2.650 3.776 0.42
H 8.931 2.209 -0.422 0.84
H 9.825 1.748 1.089 0.50
H 9.997 -0.662 -0.293 0.23
H 11.254 0.575 -0.346 0.60
H 9.249 1.260 -2.420 0.29
H 9.648 -0.460 -2.543 0.39
H 4.275 -1.129 -0.532 0.12
H 1.018 -0.399 -0.921 -1.11
H 2.176 -0.540 0.405 0.21
H -0.278 1.221 0.381 0.09
H 1.319 3.114 0.689 0.31
H 2.461 2.096 1.689 0.03
H 0.853 2.555 2.297 0.50
H 0.512 -1.055 1.671 0.29
H 1.225 0.146 2.794 0.26
H -0.538 0.151 2.452 0.38
H 0.347 3.179 -2.726 0.90
H 0.052 2.553 -1.070 0.08
H -0.532 0.505 -1.863 -0.76
H 0.809 0.384 -2.994 0.36
H -0.805 2.320 -4.343 0.37
H -0.857 0.500 -4.622 0.40
H -2.441 1.735 -2.356 0.24
H -3.192 1.674 -4.022 0.47
H -2.005 -0.795 -2.473 -0.52
H -3.034 -0.870 -3.921 0.46
H -4.742 -1.066 -2.220 -0.43
H -4.561 0.740 -2.233 0.14
H -3.994 0.516 0.069 0.57
H -2.439 -0.151 -0.481 -1.49
H -2.977 -2.130 0.598 0.46
H -4.172 -2.405 -0.682 0.23
H -3.470 -1.277 2.469 0.44
H -5.149 -1.772 3.039 0.07
H -4.820 -0.108 2.452 0.30
C 8.961 7.057 -1.629 -0.91
C 7.563 7.575 -1.348 -0.19
O 6.847 7.777 -2.562 -0.50
H 9.509 7.759 -2.259 0.27
H 9.518 6.907 -0.702 0.31
H 8.919 6.107 -2.169 0.25
H 7.608 8.532 -0.828 0.28
H 7.007 6.869 -0.723 0.23
H 6.800 6.929 -3.014 0.27
C -8.380 0.269 -4.048 -1.26
C -7.569 0.951 -2.965 0.47
O -6.335 1.437 -3.486 -0.45
H -7.819 -0.562 -4.477 0.27
H -9.321 -0.112 -3.647 0.34
H -8.601 0.962 -4.864 0.42
H -7.335 0.248 -2.166 -0.22
H -8.126 1.792 -2.535 0.24
H -6.541 2.065 -4.187 0.27
C -5.238 -2.007 6.535 -0.99
C -3.733 -1.872 6.391 -0.30
O -3.404 -1.156 5.204 -0.43
H -5.659 -2.524 5.671 0.22
H -5.496 -2.561 7.438 0.37
H -5.711 -1.023 6.580 0.32
H -3.266 -2.855 6.324 0.27
H -3.307 -1.345 7.251 0.27
H -3.808 -0.284 5.268 0.26
C 4.838 -4.788 -3.288 -0.87
C 5.281 -5.715 -2.173 -0.24
O 4.239 -5.881 -1.213 -0.49
H 4.558 -3.813 -2.885 0.08
H 5.634 -4.649 -4.022 0.36
H 3.958 -5.189 -3.797 0.32
H 6.146 -5.301 -1.653 0.30
H 5.555 -6.697 -2.571 0.31
H 3.479 -6.255 -1.670 0.25
C -8.104 0.379 0.653 -0.22
C -8.029 -0.279 2.014 -0.42
O -7.562 0.655 2.987 -0.54
H -7.123 0.756 0.356 0.11
H -8.454 -0.326 -0.104 -0.01
H -8.782 1.233 0.678 0.21
H -7.333 -1.118 1.994 0.20
H -9.013 -0.649 2.324 0.32
H -8.185 1.390 3.003 0.31
C -6.812 -3.750 -1.989 -0.89
C -8.207 -3.266 -1.645 0.22
O -8.985 -3.083 -2.827 -0.52
H -6.310 -3.034 -2.644 0.19
H -6.211 -3.883 -1.088 0.20
H -6.854 -4.701 -2.527 0.48
H -8.161 -2.308 -1.129 -0.25
H -8.717 -3.985 -0.996 0.34
H -9.034 -3.931 -3.279 0.29
C 1.147 -3.746 -1.399 -1.17
C -0.253 -3.248 -1.090 0.40
O -0.999 -3.059 -2.291 -0.50
H 1.671 -3.036 -2.043 0.20
H 1.726 -3.884 -0.483 0.29
H 1.108 -4.698 -1.935 0.46
H -0.211 -2.287 -0.574 -0.29
H -0.786 -3.960 -0.451 0.38
H -1.047 -3.909 -2.742 0.29
C -12.612 3.858 1.022 -1.11
C -11.679 2.763 0.541 -0.19
O -10.795 2.359 1.585 -0.45
H -12.041 4.722 1.367 0.29
H -13.285 4.177 0.225 0.34
H -13.211 3.511 1.868 0.33
H -11.068 3.119 -0.289 0.25
H -12.247 1.891 0.202 0.28
H -11.334 2.035 2.314 0.27
```